The following is a quantum chemistry calculation of a structure of composition C28H52BeN2O2Si2 at a distorted geometry, from the Open Molecules 2025 dataset.

Geometry as XYZ:
```
87
Properties=species:S:1:pos:R:3:forces:R:3:lowdin_charge:R:1
O -0.505120 -1.066623 -2.153866 -0.35 -1.34 -0.70 -0.147
O 0.566380 0.538677 -3.373966 0.76 1.19 -1.10 -0.091
C 0.170180 -2.286923 -2.545466 0.24 -1.35 0.27 -0.219
C -0.500420 -3.585723 -2.056166 -0.09 0.64 0.00 -0.033
H 1.196280 -2.283223 -2.188866 -0.06 0.55 0.70 0.119
H 0.306680 -2.325823 -3.625266 -0.44 0.16 -0.31 0.106
H -0.577720 -3.604723 -0.970566 -0.03 0.18 0.01 0.062
H 0.086480 -4.454523 -2.353866 0.14 0.13 -0.14 0.085
H -1.500120 -3.712823 -2.469866 -0.05 0.02 -0.03 0.073
C -1.766920 -0.928223 -2.861066 -0.92 -0.12 -0.50 -0.185
C -1.828320 -1.162223 -4.392166 0.80 -0.07 0.42 -0.053
H -2.128720 0.075577 -2.655966 0.15 0.12 0.29 0.113
H -2.492420 -1.613223 -2.434266 0.09 -0.03 0.47 0.112
H -1.061620 -0.598923 -4.920666 0.02 0.02 -0.08 0.051
H -2.792220 -0.844023 -4.788066 -0.09 0.06 0.28 0.090
H -1.706520 -2.213123 -4.651066 -0.02 -0.04 0.03 0.076
C 0.093380 1.878877 -3.225366 -0.76 1.54 -0.38 -0.147
C 1.833080 0.253077 -3.961466 1.43 0.09 -1.24 -0.158
C -0.809820 2.297177 -4.388366 0.22 -0.24 -0.02 -0.037
H 0.922580 2.577277 -3.104766 0.24 -0.30 -0.03 0.140
H -0.501320 1.940077 -2.316566 0.21 -0.42 0.25 0.134
H -0.300020 2.246177 -5.346866 0.06 0.02 -0.03 0.068
H -1.152620 3.322077 -4.253366 0.09 0.02 0.17 0.092
H -1.692620 1.664377 -4.448566 -0.03 -0.05 0.06 0.070
C 1.843180 0.516877 -5.467366 -0.25 0.16 0.26 -0.042
H 2.076580 -0.793123 -3.789866 -0.41 0.03 0.33 0.126
H 2.613880 0.837877 -3.482466 -0.09 0.15 0.32 0.132
H 1.004980 0.025277 -5.959166 -0.03 -0.05 -0.01 0.079
H 2.761980 0.142577 -5.916566 0.06 -0.06 0.18 0.090
H 1.791680 1.583177 -5.679166 0.00 0.04 -0.04 0.075
H 0.270280 -0.112123 -2.625966 -0.85 -1.08 1.09 0.043
Be -0.072520 -0.107923 1.588834 0.83 -3.50 0.45 0.194
C 1.506480 -0.104823 0.287034 1.67 1.37 0.89 -0.218
Si 3.353380 0.369677 0.466134 -2.05 -0.82 0.05 0.404
H 1.250680 -1.130623 0.524834 -0.26 0.11 -0.89 -0.053
H 0.808480 0.667377 -0.015166 -0.37 -0.11 -0.87 -0.065
C 4.345880 -0.807423 -0.606866 0.26 0.04 -0.14 -0.207
C 4.173780 0.186877 2.139234 0.11 0.16 0.11 -0.195
C 3.676780 2.136477 -0.062166 -0.01 0.09 -0.07 -0.196
C -1.838120 -1.149523 1.049634 -0.68 2.61 0.33 -0.225
Si -3.419920 -0.102123 0.943034 1.41 -1.62 0.18 0.387
H -1.754720 -1.335923 2.110634 -0.36 -0.26 0.70 -0.045
H -2.046820 -2.142323 0.656234 0.65 -0.14 -0.52 -0.020
C -4.658620 -0.891923 -0.218366 -0.33 0.12 -0.17 -0.200
C -3.033520 1.617377 0.338634 -0.20 0.57 -0.10 -0.194
C -4.252120 -0.025823 2.613134 -0.29 0.26 -0.01 -0.195
H 3.112580 2.405977 -0.951166 -0.11 0.06 -0.22 -0.002
H 4.732580 2.294677 -0.275066 0.15 0.02 -0.02 0.025
H 3.394880 2.830877 0.726934 -0.06 0.08 0.11 0.023
H 4.027480 -1.837123 -0.454766 -0.09 -0.12 0.07 0.023
H 5.406380 -0.751023 -0.365966 0.18 -0.02 0.03 0.018
H 4.253080 -0.584723 -1.665566 -0.12 0.03 -0.32 -0.002
H 3.872780 -0.710223 2.670034 -0.18 -0.16 0.11 0.022
H 3.976280 1.051977 2.766534 -0.19 0.08 0.23 0.020
H 5.255480 0.139577 2.023834 0.20 -0.01 -0.08 0.020
H -3.400920 1.779577 -0.673666 -0.10 0.06 -0.19 0.014
H -1.961120 1.793777 0.326934 0.16 -0.06 0.01 -0.020
H -3.487520 2.373177 0.977734 -0.05 0.20 0.01 0.027
H -5.171820 0.555677 2.561134 -0.18 0.11 0.06 0.022
H -3.615120 0.442677 3.355634 0.20 0.08 0.21 0.019
H -4.512220 -1.021223 2.969934 0.05 -0.11 -0.02 0.031
H -5.654720 -0.483123 -0.052566 -0.19 0.04 -0.04 0.022
H -4.715820 -1.968423 -0.062166 0.04 -0.08 0.05 0.027
H -4.414020 -0.713023 -1.263766 0.06 -0.02 -0.19 -0.001
C -0.733020 4.572377 4.624034 -0.03 -0.16 -0.53 -0.094
C -0.868620 4.260177 3.265034 0.24 -0.46 0.64 -0.075
C -0.581920 2.967577 2.799734 0.09 0.08 0.64 -0.025
C -0.168620 1.975577 3.692434 0.18 0.54 1.58 -0.205
C -0.028120 2.316177 5.063034 -0.08 0.12 -0.13 -0.021
C -0.306620 3.598077 5.521534 -0.02 -0.28 -0.59 -0.088
N 0.091180 0.638077 3.265634 -0.46 -0.67 -1.10 0.028
N 0.446080 -0.175923 4.153134 0.24 0.76 1.45 0.127
C 0.672680 -1.502223 3.789434 -0.03 -0.08 0.04 -0.300
C 1.061680 -2.509823 4.678934 0.21 -0.71 0.38 -0.024
C 1.244380 -3.814023 4.191734 -0.18 1.02 0.32 -0.099
C 1.032080 -4.087623 2.834334 -0.22 0.69 -0.53 -0.085
C 0.642580 -3.058023 1.970234 0.37 -0.14 1.47 -0.096
C 0.468680 -1.757823 2.474834 -0.39 0.51 -2.80 -0.149
H -0.955220 5.567577 4.985134 -0.03 0.05 -0.09 0.097
H -1.199020 5.023277 2.576234 -0.01 0.00 -0.11 0.097
H -0.683220 2.745777 1.755134 -0.02 -0.14 -0.32 0.076
H 0.292980 1.583677 5.797534 -0.05 -0.08 -0.40 0.101
H -0.194820 3.829877 6.574234 -0.01 -0.02 -0.07 0.102
H 1.218080 -2.295223 5.728434 0.02 -0.01 0.09 0.099
H 1.541880 -4.610323 4.860734 0.01 0.06 0.07 0.089
H 1.168380 -5.091623 2.448934 0.03 -0.07 0.09 0.092
H 0.480080 -3.267823 0.927734 -0.07 -0.06 -0.35 0.067
```
Positions in Å, forces in eV/Å.

Values from the calculation:
multiplicity	1
HOMO-LUMO gap	5.883	eV
E_tot	-1951.62507	Ha
E_HOMO	-5.887	eV


The following is a quantum chemistry calculation of a cluster of 10 separate species, C28H52Cl18N3O in total at a distorted geometry, from the Open Molecules 2025 dataset.

Geometry as XYZ:
```
102
Properties=species:S:1:pos:R:3:forces:R:3:lowdin_charge:R:1
C 2.330681 -1.716608 1.645114 -0.94 0.31 -0.01 -0.012
C 1.071162 -1.536516 0.730284 0.84 -0.52 0.45 -0.495
O 1.092223 -2.069754 -0.363252 -0.50 0.18 0.20 0.033
N -0.058858 -0.815765 1.190425 0.91 -0.09 -0.91 0.051
C -0.935006 -0.366892 0.092940 -1.03 0.82 -0.73 -0.214
C -2.280268 0.314324 0.597270 0.96 0.54 0.39 -0.214
C -2.671826 -0.039528 2.069546 -0.91 0.81 -0.63 -0.199
C -3.253527 -1.485280 2.312518 0.68 -0.51 0.60 -0.145
C -3.154140 -2.461214 1.137968 1.13 -2.85 -0.81 -0.076
C -2.349539 -3.703466 1.214973 -2.56 2.46 -2.11 0.085
C -2.430337 -4.484444 0.015642 1.66 -1.48 1.37 -0.005
N -3.093270 -4.205809 -1.119618 0.74 0.29 1.97 0.057
N -3.819246 -3.115444 -1.225877 -0.09 0.41 0.49 0.118
C -3.841949 -2.340044 -0.161590 -0.45 1.75 1.34 -0.029
H 3.140396 -1.095776 1.197064 -0.50 -0.46 0.43 0.053
H 2.631987 -2.792325 1.586679 -0.26 0.96 0.03 0.093
H 2.143153 -1.412520 2.704700 0.27 -0.20 -0.88 0.026
H 0.219779 -0.027744 1.778641 -0.12 -0.48 0.12 0.137
H -1.186167 -1.181945 -0.630636 0.55 0.40 0.90 0.099
H -0.400886 0.413449 -0.513597 -0.42 -0.81 0.36 0.100
H -2.073531 1.420283 0.588208 -0.38 -0.93 0.07 0.119
H -3.115975 0.184612 -0.135022 1.03 -0.07 0.77 -0.012
H -3.472197 0.690259 2.370344 0.70 -0.66 -0.27 0.121
H -1.815186 0.174960 2.743957 -0.63 -0.47 -0.54 0.039
H -4.295753 -1.411209 2.725181 0.74 -0.19 -0.81 0.142
H -2.650137 -1.940960 3.153706 -0.75 0.35 -1.06 0.045
H -1.779043 -3.992134 2.117495 -0.38 0.06 -0.91 0.136
H -1.864923 -5.447086 0.018841 -0.58 0.87 -0.29 0.151
H -3.051512 -4.836657 -1.924889 -0.16 0.37 0.30 0.181
H -4.485624 -1.433354 -0.264298 0.49 -0.97 -0.17 0.117
Cl -8.371906 -2.276638 -1.868670 0.01 0.03 0.04 0.537
C -7.719529 -2.714400 -3.468851 0.05 -0.09 -0.15 -0.655
C -6.289195 -2.261839 -3.642071 -0.05 -0.02 -0.17 -0.705
Cl -6.148692 -0.488328 -3.732089 -0.06 -0.07 -0.06 0.537
H -8.370362 -2.285619 -4.229378 0.05 0.07 0.10 0.074
H -7.774383 -3.801049 -3.546628 0.05 0.04 0.03 0.069
H -5.884759 -2.655633 -4.573840 -0.16 0.16 0.09 -0.010
H -5.658683 -2.607522 -2.825375 -0.08 0.06 -0.01 0.023
Cl 5.987589 -1.671036 -0.208675 -0.04 0.04 0.00 0.537
C 7.110829 -1.546407 1.168578 0.20 -0.09 0.18 -0.683
C 6.388396 -1.543063 2.494602 0.08 -0.18 0.02 -0.637
Cl 5.443470 -0.050354 2.735140 -0.01 -0.01 -0.04 0.530
H 7.707299 -0.642720 1.036784 -0.42 -0.35 0.12 -0.062
H 7.775978 -2.409025 1.112935 -0.09 -0.02 0.05 0.078
H 7.109146 -1.594266 3.310879 0.02 0.05 -0.08 0.075
H 5.711206 -2.391989 2.584236 -0.03 0.10 -0.05 0.065
Cl 0.171044 3.334836 -4.204077 -0.02 0.04 0.05 0.542
C 0.671120 1.739022 -3.589813 0.12 -0.14 0.02 -0.662
C -0.342054 0.661914 -3.903277 0.17 -0.10 -0.09 -0.641
Cl -1.858630 0.877258 -2.989458 -0.14 0.02 -0.04 0.569
H 0.841449 1.827948 -2.517493 -0.08 0.02 -0.05 0.060
H 1.621541 1.499854 -4.067271 -0.08 -0.03 -0.02 0.077
H 0.059037 -0.313243 -3.624677 0.03 0.08 0.07 0.074
H -0.589237 0.639099 -4.963801 -0.05 0.09 0.08 0.069
Cl -4.988980 1.268377 -1.122773 -0.20 0.16 0.07 0.563
C -5.278640 2.871064 -1.850554 0.02 0.35 -0.14 -0.624
C -6.582392 3.478793 -1.388914 -0.02 0.06 0.04 -0.658
Cl -7.993734 2.595987 -2.020668 0.03 -0.04 0.03 0.549
H -5.248361 2.759775 -2.933795 -0.07 -0.12 0.08 0.072
H -4.446657 3.508904 -1.551064 -0.05 -0.05 0.05 0.078
H -6.660209 4.503277 -1.753074 0.08 -0.06 -0.04 0.076
H -6.653852 3.495906 -0.302118 0.01 -0.08 -0.07 0.069
Cl -2.749378 -2.278550 -6.388004 -0.04 0.00 0.10 0.561
C -2.223434 -3.862384 -5.770744 0.07 -0.05 -0.06 -0.665
C -3.219920 -4.956561 -6.080629 0.24 -0.12 -0.11 -0.638
Cl -4.739710 -4.758525 -5.165852 0.15 -0.22 0.02 0.591
H -2.053526 -3.766860 -4.698196 -0.07 0.03 -0.05 0.055
H -1.269611 -4.088234 -6.248078 -0.08 -0.05 -0.02 0.076
H -2.805514 -5.925223 -5.800348 -0.01 0.06 0.02 0.073
H -3.467412 -4.986290 -7.140463 -0.05 0.10 0.09 0.075
Cl -1.254008 -0.984523 4.887606 0.20 0.02 0.30 0.646
C -0.057289 -2.169275 5.475328 0.07 -0.30 0.23 -0.625
C 1.010553 -1.511804 6.315837 0.07 -0.04 0.03 -0.639
Cl 2.048288 -0.454803 5.331181 0.00 -0.09 0.06 0.541
H 0.371117 -2.677603 4.611848 0.01 0.16 -0.01 0.064
H -0.600880 -2.905423 6.068415 -0.01 0.11 0.03 0.077
H 1.654020 -2.270727 6.761334 -0.06 -0.03 -0.08 0.078
H 0.581194 -0.915081 7.120089 -0.02 0.03 -0.13 0.072
Cl 8.786424 1.012830 0.064927 0.28 0.34 -0.24 0.620
C 8.431796 2.592564 -0.681045 0.00 0.26 -0.09 -0.626
C 7.140386 3.184559 -0.165858 0.08 0.20 0.04 -0.639
Cl 5.717130 2.257286 -0.708669 -0.03 -0.05 0.02 0.536
H 8.408516 2.459018 -1.761512 -0.06 -0.09 0.09 0.073
H 9.264585 3.252512 -0.437651 -0.07 -0.02 0.07 0.076
H 7.020882 4.199879 -0.545733 0.03 -0.06 -0.06 0.057
H 7.122201 3.223409 0.922606 -0.02 -0.12 -0.07 0.073
Cl 5.359946 6.400347 -2.300042 0.06 -0.04 0.05 0.543
C 3.866348 5.429567 -2.347839 -0.18 -0.13 -0.10 -0.668
C 2.818562 5.944234 -1.387433 -0.08 0.01 -0.16 -0.661
Cl 3.291007 5.696065 0.312736 0.02 0.00 0.06 0.528
H 4.129886 4.394076 -2.134634 0.04 0.10 0.09 0.032
H 3.487131 5.482304 -3.368836 -0.03 0.07 0.06 0.072
H 1.883170 5.404896 -1.538624 0.08 -0.04 -0.03 0.064
H 2.626871 7.006492 -1.532371 0.11 -0.05 0.04 0.070
Cl 4.005359 2.181283 4.673973 -0.01 0.13 0.03 0.502
C 3.558966 3.673617 5.543899 0.00 0.16 0.03 -0.646
C 2.832034 3.393863 6.839494 0.14 0.08 0.06 -0.651
Cl 1.205849 2.714889 6.568812 -0.04 0.03 0.01 0.524
H 2.958324 4.287462 4.874090 -0.02 -0.11 0.03 0.069
H 4.488273 4.204559 5.751342 -0.04 -0.06 0.06 0.075
H 2.696273 4.322787 7.393429 0.01 -0.01 -0.09 0.073
H 3.387297 2.699029 7.468127 -0.06 -0.03 -0.11 0.071
```
Positions in Å, forces in eV/Å.

Values from the calculation:
multiplicity	1
HOMO-LUMO gap	7.403	eV
net charge	+1
E_tot	-9620.81617	Ha
E_HOMO	-11.811	eV